Record 1
{"formula": "C38H51N3O2", "method": "ωB97M-V/def2-TZVPD", "symbols": ["C", "C", "C", "C", "C", "C", "O", "C", "C", "C", "C", "C", "C", "C", "C", "H", "H", "H", "H", "H", "H", "H", "H", "H", "H", "H", "H", "H", "H", "H", "H", "H", "H", "H", "H", "H", "C", "N", "C", "O", "C", "C", "C", "C", "C", "C", "C", "C", "N", "C", "C", "C", "C", "C", "C", "C", "N", "C", "C", "C", "C", "C", "C", "C", "H", "H", "H", "H", "H", "H", "H", "H", "H", "H", "H", "H", "H", "H", "H", "H", "H", "H", "H", "H", "H", "H", "H", "H", "H", "H", "H", "H", "H", "H"], "coordinates": [[-5.361, -2.821, 0.375], [-4.058, -2.055, 0.651], [-3.810, -1.087, -0.498], [-4.221, -1.293, 1.966], [-2.834, -2.969, 0.806], [-1.471, -2.451, 0.850], [-1.252, -1.152, 0.588], [-0.397, -3.479, 1.019], [1.095, -3.180, 0.782], [1.989, -4.424, 0.912], [1.524, -2.180, 1.845], [1.239, -2.620, -0.623], [-0.735, -4.771, 1.310], [-2.048, -5.216, 1.279], [-3.052, -4.315, 0.973], [-5.673, -3.467, 1.207], [-6.190, -2.119, 0.215], [-5.291, -3.439, -0.527], [-2.869, -0.560, -0.313], [-3.709, -1.658, -1.431], [-4.625, -0.359, -0.580], [-3.293, -0.755, 2.196], [-5.034, -0.558, 1.908], [-4.432, -1.992, 2.789], [1.707, -5.208, 0.195], [3.036, -4.159, 0.707], [1.962, -4.844, 1.929], [0.900, -1.283, 1.751], [1.352, -2.629, 2.838], [2.583, -1.912, 1.738], [0.606, -1.731, -0.697], [2.278, -2.356, -0.837], [0.893, -3.369, -1.344], [0.029, -5.487, 1.529], [-2.286, -6.237, 1.469], [-4.067, -4.665, 0.901], [2.415, 2.483, -4.886], [2.448, 1.754, -3.646], [3.545, 1.026, -3.283], [4.547, 0.841, -3.977], [3.291, 0.471, -1.875], [4.385, 0.898, -0.902], [5.625, 0.046, -1.081], [5.655, -1.247, -0.551], [6.754, -2.081, -0.790], [7.842, -1.608, -1.540], [7.826, -0.295, -2.038], [6.723, 0.528, -1.798], [1.936, 0.956, -1.609], [1.291, 0.576, -0.448], [-0.020, 0.856, -0.154], [-0.743, 0.360, 1.051], [-1.923, 1.277, 1.436], [-2.305, 1.327, 2.783], [-3.177, 2.301, 3.244], [-3.586, 3.385, 2.414], [-4.229, 4.497, 2.920], [-4.175, 5.773, 2.241], [-5.096, 4.461, 4.077], [-3.240, 3.274, 1.039], [-2.503, 2.212, 0.567], [1.406, 1.848, -2.632], [1.284, 3.284, -2.115], [0.085, 1.356, -3.244], [3.170, 2.082, -5.569], [1.428, 2.380, -5.345], [2.617, 3.551, -4.717], [3.262, -0.640, -1.955], [4.625, 1.953, -1.106], [4.012, 0.806, 0.124], [4.807, -1.602, 0.044], [6.755, -3.103, -0.400], [8.694, -2.262, -1.744], [8.662, 0.079, -2.629], [6.696, 1.542, -2.192], [1.938, 0.109, 0.309], [-0.522, 1.672, -0.645], [-0.042, 0.213, 1.914], [-1.875, 0.615, 3.504], [-3.521, 2.285, 4.302], [-3.147, 6.024, 1.953], [-4.798, 5.778, 1.338], [-4.559, 6.521, 2.935], [-4.925, 3.558, 4.652], [-4.892, 5.344, 4.683], [-6.149, 4.505, 3.780], [-3.614, 4.056, 0.366], [-2.297, 2.176, -0.509], [2.285, 3.653, -1.842], [0.872, 3.927, -2.902], [0.641, 3.323, -1.234], [0.294, 0.467, -3.863], [-0.622, 1.078, -2.460], [-0.344, 2.154, -3.868]], "atomic_forces_ev_per_a": [[-0.231, -0.095, -0.048], [0.087, -0.038, 0.049], [0.084, 0.285, -0.231], [0.203, 0.114, 0.333], [1.268, 1.323, 0.077], [0.004, -2.570, 0.802], [0.689, 1.363, -0.364], [-0.712, 2.278, -0.571], [-0.268, -0.147, 0.526], [0.097, -0.100, 0.036], [-0.038, 0.239, 0.190], [-0.298, 0.163, -0.089], [-0.974, -0.648, -0.016], [-0.027, 0.710, -0.090], [0.118, -0.752, 0.279], [0.167, 0.141, -0.123], [0.273, 0.046, 0.025], [0.048, 0.060, 0.103], [-0.566, -0.072, -0.360], [-0.108, 0.231, 0.052], [0.001, -0.146, -0.103], [-0.403, -0.247, -0.012], [0.068, -0.076, -0.017], [0.034, 0.189, -0.184], [0.053, 0.174, 0.189], [-0.249, 0.090, 0.007], [-0.014, 0.081, -0.289], [0.434, -0.373, 0.220], [0.180, 0.294, -0.252], [-0.088, 0.028, 0.097], [0.155, -0.227, -0.309], [0.012, -0.029, -0.049], [0.131, 0.169, -0.019], [0.231, -0.217, -0.031], [-0.090, -0.595, 0.100], [-0.050, -0.211, 0.055], [-0.199, 0.332, -0.182], [0.991, -0.394, 0.241], [0.588, -0.255, -0.699], [-1.276, 0.327, 0.948], [-0.513, -0.596, -0.916], [0.282, 0.213, -0.039], [0.121, 0.043, 0.189], [0.343, -0.059, -0.262], [0.039, 0.235, -0.093], [-0.293, 0.216, 0.008], [-0.231, -0.299, 0.262], [0.089, -0.377, 0.026], [0.323, -0.342, 1.340], [-0.944, 1.053, -0.203], [0.975, 0.156, 0.868], [0.075, -0.436, 0.164], [0.913, -0.697, 0.207], [0.034, 0.187, 0.030], [-0.533, 0.577, 0.649], [0.491, -0.904, -0.097], [0.205, -0.061, 0.027], [-0.088, -0.424, -0.344], [0.138, -0.015, -0.256], [-0.855, 0.774, 0.662], [0.746, -0.170, -0.288], [-0.248, 0.022, -0.307], [0.311, 0.087, -0.055], [0.070, -0.240, -0.093], [-0.132, 0.023, 0.297], [0.124, 0.046, -0.036], [-0.025, -0.190, -0.127], [0.160, 0.577, 0.093], [-0.062, -0.194, 0.285], [0.054, 0.083, -0.118], [0.245, 0.028, -0.202], [0.044, 0.373, -0.114], [-0.316, 0.246, 0.097], [-0.177, -0.103, 0.179], [0.018, -0.231, 0.013], [-0.421, -0.354, -0.704], [0.025, -0.513, -0.504], [-1.068, -0.113, -0.634], [-0.300, 0.286, -0.425], [0.584, -0.049, -0.887], [-0.146, -0.024, 0.057], [-0.013, 0.203, 0.016], [0.107, 0.105, -0.177], [-0.121, 0.100, 0.126], [-0.004, -0.123, 0.280], [-0.069, -0.107, 0.035], [0.258, -0.482, 0.115], [-0.173, -0.017, 0.462], [-0.321, -0.071, -0.016], [0.033, -0.041, 0.222], [0.023, 0.079, -0.117], [-0.180, 0.344, 0.240], [0.049, 0.069, -0.385], [0.028, -0.341, 0.163]], "lowdin_charge": [-0.08, -0.54, -0.04, -0.03, -0.09, -0.13, -0.11, -0.08, -0.55, -0.07, -0.04, -0.03, -0.07, -0.07, -0.06, 0.08, 0.09, 0.09, 0.06, 0.10, 0.09, 0.05, 0.09, 0.10, 0.09, 0.08, 0.09, 0.04, 0.10, 0.08, 0.06, 0.07, 0.10, 0.09, 0.09, 0.09, -0.02, -0.04, -0.36, 0.07, -0.17, -0.08, -0.23, -0.05, -0.08, -0.09, -0.07, -0.05, 0.00, -0.05, -0.07, -0.10, -0.20, -0.06, -0.01, -0.22, -0.21, -0.07, -0.06, -0.02, -0.04, -0.48, 0.01, 0.01, 0.10, 0.09, 0.10, 0.16, 0.13, 0.12, 0.10, 0.10, 0.10, 0.10, 0.11, 0.13, 0.05, 0.14, 0.13, 0.11, 0.10, 0.08, 0.08, 0.07, 0.08, 0.09, 0.11, 0.11, 0.10, 0.09, 0.08, 0.11, 0.06, 0.09], "total_energy_ev": -48797.02441, "multiplicity": 1, "e_homo_ev": -7.30}



Record 2
{"formula": "C29H30N8O3Se2Sn", "method": "ωB97M-V/def2-TZVPD", "symbols": ["Sn", "C", "C", "C", "C", "C", "N", "C", "C", "C", "C", "C", "C", "C", "N", "C", "C", "C", "N", "C", "C", "N", "C", "C", "C", "N", "H", "H", "H", "H", "H", "H", "H", "H", "H", "H", "H", "H", "H", "H", "H", "H", "H", "H", "O", "C", "C", "C", "O", "C", "Se", "C", "Se", "H", "H", "H", "H", "H", "H", "H", "H", "H", "H", "N", "C", "O", "C", "C", "N", "C", "N", "H", "H"], "coordinates": [[-0.609, 0.033, -0.403], [3.360, 4.961, 0.798], [2.615, 3.690, 1.092], [3.267, 2.460, 1.143], [2.577, 1.300, 1.423], [1.195, 1.316, 1.659], [0.433, 0.184, 1.891], [0.919, -0.833, 2.641], [1.931, -0.626, 3.609], [2.391, -1.637, 4.412], [1.898, -2.936, 4.279], [2.438, -4.051, 5.126], [0.868, -3.147, 3.381], [0.349, -2.129, 2.590], [-0.723, -2.444, 1.732], [-0.954, -3.656, 1.169], [-2.174, -3.596, 0.545], [-2.632, -2.294, 0.787], [-1.754, -1.597, 1.494], [0.539, 2.555, 1.576], [1.242, 3.718, 1.317], [-0.848, 2.607, 1.823], [-1.517, 3.505, 2.581], [-2.845, 3.154, 2.537], [-2.888, 2.017, 1.711], [-1.675, 1.698, 1.297], [4.432, 4.810, 0.912], [3.168, 5.295, -0.223], [3.041, 5.754, 1.474], [4.331, 2.408, 0.950], [3.081, 0.344, 1.434], [2.309, 0.377, 3.739], [3.148, -1.422, 5.156], [3.497, -3.901, 5.327], [1.919, -4.081, 6.088], [2.301, -5.014, 4.637], [0.440, -4.138, 3.307], [-0.229, -4.448, 1.211], [-2.668, -4.364, -0.021], [-3.567, -1.843, 0.494], [0.707, 4.659, 1.265], [-1.010, 4.295, 3.105], [-3.664, 3.639, 3.035], [-3.733, 1.425, 1.407], [-1.328, -1.286, -5.153], [-1.479, 0.035, -4.661], [-2.761, 0.084, -3.827], [-3.942, -0.036, -4.823], [-5.208, -0.166, -4.206], [-2.929, 1.411, -3.099], [-1.466, 2.076, -1.927], [-2.830, -1.110, -2.858], [-1.115, -1.897, -2.263], [-0.425, -1.414, -5.454], [-1.546, 0.749, -5.492], [-0.637, 0.318, -4.024], [-3.741, -0.880, -5.491], [-3.999, 0.880, -5.415], [-5.261, -1.032, -3.789], [-3.834, 1.379, -2.496], [-3.037, 2.219, -3.824], [-3.304, -1.963, -3.345], [-3.400, -0.855, -1.965], [2.255, 0.504, -3.237], [2.193, -0.016, -1.991], [1.436, 0.576, -1.148], [2.959, -1.161, -1.694], [2.755, -1.838, -0.484], [2.570, -2.389, 0.514], [3.894, -1.662, -2.618], [4.678, -2.034, -3.380], [2.867, 0.119, -3.935], [1.729, 1.340, -3.422]], "atomic_forces_ev_per_a": [[0.845, -0.028, 0.373], [-0.074, -0.046, -0.029], [-0.063, -0.036, 0.123], [-0.050, 0.042, 0.041], [-0.262, 0.023, -0.032], [0.569, 0.442, 0.061], [-1.235, 0.310, -2.137], [0.155, -0.973, 0.356], [-0.322, 0.123, -0.231], [-0.092, -0.259, -0.085], [0.086, 0.105, -0.039], [-0.138, 0.061, 0.072], [-0.008, -0.022, 0.069], [0.447, 0.534, 0.541], [0.084, -0.291, -0.618], [-0.069, 0.122, -0.175], [-0.309, 0.128, 0.175], [0.047, -0.539, 0.167], [-0.167, 0.539, -0.021], [0.591, -0.223, 0.139], [0.031, 0.065, -0.192], [-0.192, 0.247, 0.165], [-0.243, -0.161, -0.024], [0.006, -0.026, -0.089], [0.023, 0.056, 0.044], [-0.007, -0.179, -0.177], [0.029, 0.068, -0.009], [0.036, 0.027, -0.011], [0.065, 0.055, -0.010], [0.026, 0.036, 0.001], [0.051, -0.032, -0.018], [0.075, 0.000, -0.002], [0.047, -0.009, 0.000], [0.025, -0.069, -0.012], [0.031, -0.077, 0.037], [0.047, -0.050, 0.027], [-0.046, -0.013, 0.012], [0.080, 0.016, 0.060], [0.052, -0.088, -0.011], [0.015, 0.093, -0.075], [-0.027, 0.021, -0.005], [0.091, 0.004, -0.016], [-0.033, 0.013, 0.022], [-0.045, -0.023, 0.010], [-0.173, -0.072, -0.339], [-0.020, 0.216, 0.169], [0.012, -0.152, -0.253], [0.172, -0.082, 0.061], [-0.109, 0.038, 0.176], [0.203, -0.065, 0.321], [0.176, -0.554, 0.220], [0.339, 0.064, 0.088], [0.405, 0.870, 0.975], [0.031, 0.006, 0.057], [-0.017, 0.040, 0.054], [-0.002, -0.039, -0.067], [-0.021, 0.057, -0.022], [0.042, -0.063, -0.062], [-0.046, -0.011, -0.038], [-0.029, 0.030, -0.095], [0.064, 0.057, 0.059], [-0.006, -0.040, 0.065], [-0.107, -0.060, -0.091], [-0.054, 0.165, 0.053], [0.122, -0.371, -0.390], [-0.970, -0.252, 0.452], [-0.311, 0.400, -0.065], [-0.110, -0.078, 0.473], [-0.020, -0.049, -0.009], [0.282, -0.142, -0.226], [-0.105, 0.049, -0.073], [0.032, 0.021, 0.014], [0.045, 0.034, 0.016]], "lowdin_charge": [1.02, -0.05, -0.26, -0.02, -0.02, -0.30, 0.03, -0.25, -0.02, -0.04, -0.28, -0.05, 0.01, -0.15, -0.08, -0.06, -0.09, -0.23, 0.02, -0.15, 0.03, -0.08, -0.04, -0.04, -0.13, -0.04, 0.08, 0.08, 0.08, 0.12, 0.12, 0.11, 0.12, 0.08, 0.08, 0.08, 0.12, 0.13, 0.10, 0.11, 0.13, 0.13, 0.10, 0.11, -0.11, -0.27, -0.57, -0.21, -0.04, -0.49, 0.64, -0.48, 0.73, 0.10, 0.14, 0.06, 0.13, 0.13, 0.08, 0.07, 0.07, 0.07, 0.06, 0.20, -0.51, -0.23, -0.21, -0.21, 0.20, -0.24, 0.13, 0.10, 0.11], "total_energy_ev": -185145.50358, "multiplicity": 1, "e_homo_ev": [-7.11, -7.12], "de_lowest_kj_mol": 207.2}



Record 3
{"formula": "C4H12NO2", "method": "ωB97M-V/def2-TZVPD", "symbols": ["C", "N", "C", "O", "C", "C", "H", "H", "H", "H", "H", "H", "H", "H", "H", "H", "H", "H", "O"], "coordinates": [[0.204, -0.283, -0.675], [-0.179, 1.129, -0.589], [-1.654, 1.357, -0.761], [-2.466, 0.834, 0.169], [1.707, -0.506, -0.592], [2.061, -1.830, 0.109], [-0.310, -0.894, 0.079], [-0.220, -0.665, -1.617], [0.022, 1.428, 0.364], [-1.702, 2.465, -0.874], [-1.847, 0.957, -1.784], [2.156, 0.359, -0.095], [2.199, -0.540, -1.572], [1.498, -2.662, -0.321], [3.138, -2.045, 0.064], [1.809, -1.768, 1.176], [-1.928, 0.317, 2.773], [-2.253, 1.127, 1.528], [-2.233, 1.219, 2.617]], "atomic_forces_ev_per_a": [[-0.810, -0.057, -0.196], [-0.141, -0.029, 0.069], [0.790, -0.053, -0.365], [-0.091, -0.045, -0.071], [0.351, -0.386, -0.079], [0.137, 0.603, 0.190], [0.221, 0.103, 0.214], [0.281, 0.046, -0.058], [0.057, 0.039, -0.045], [-0.226, 0.064, 0.180], [-0.104, -0.019, 0.026], [0.040, -0.138, 0.232], [-0.306, 0.182, -0.134], [0.062, -0.110, -0.022], [-0.031, -0.143, -0.071], [-0.100, -0.127, -0.022], [0.023, 0.122, 0.358], [-0.421, 0.347, 0.435], [0.268, -0.398, -0.643]], "nbo_charge": [-0.23, -0.68, 0.14, -0.91, -0.48, -1.31, 0.16, 0.16, 0.34, 0.07, 0.08, 0.18, 0.18, 0.17, 0.12, 0.18, 0.43, 0.50, -1.09], "s_squared": 0.75, "total_energy_ev": -9924.02471, "multiplicity": 2, "charge": -2, "e_homo_ev": [4.01, -1.18], "de_lowest_kj_mol": 0.0}